No. 1
The following is a quantum chemistry calculation of the molecule C3H5N3O, from the Open Molecules 2025 dataset.

```
! RIJCOSX wB97M-V def2-TZVPD def2/J DEFGRID3
* xyz 0 1
N -0.89966 0.90854 1.57942
C -0.51797 0.29728 0.37377
C -0.89159 -0.70733 -0.45352
N 0.23434 -1.00322 -1.27837
C 1.34430 -0.29591 -0.86978
O 2.52757 -0.48575 -1.10623
N 0.78152 0.65204 -0.03112
H -0.86533 1.91982 1.60108
H -1.62537 0.53546 2.17247
H -1.79331 -1.27343 -0.66291
H 0.35412 -1.87531 -1.76760
H 1.35138 1.32780 0.44280
*
```

## Properties
- SMILES string: Nc1c[nH]c(=O)[nH]1
- Relative energy (zero: lowest compared OMol25 entry of this formula, charge and spin): 14.3 kcal per mole
- LUMO level: 0.78 eV
- Orbital gap: 0.3148 hartree
- Highest occupied orbital energy: -7.8 eV

No. 2
The following is a quantum chemistry calculation of the ion C5H6NO3P with charge -2 at a distorted geometry, from the Open Molecules 2025 dataset.

```
! RIJCOSX wB97M-V def2-TZVPD def2/J DEFGRID3
* xyz -2 1
O 1.19689 2.31928 -2.13630
P 1.09152 0.94506 -2.77378
O 2.44952 0.24923 -2.70427
O 0.26781 0.90096 -4.05808
C 0.03727 -0.23981 -1.56320
C 1.05279 -0.21975 -0.27366
C 0.19400 -0.31173 0.96996
C -0.84383 0.59274 0.94417
C -1.53467 0.80884 -0.29754
N -1.23469 0.16085 -1.37303
H -0.04170 -1.12804 -2.09369
H 1.66286 0.78892 -0.35423
H 1.71108 -0.97966 -0.29664
H 0.42511 -0.88092 1.78403
H -1.47057 0.87791 1.87676
H -2.51860 1.42164 -0.07489
*
```

## Properties
- SMILES string: O=P([O-])([O-])[C@H]1CC=CC=N1
- Relative energy (zero: lowest compared OMol25 entry of this formula, charge and spin): 23.2 kcal per mole
- LUMO level: 6.41 eV
- Orbital gap: 0.2186 hartree
- Highest occupied orbital energy: 0.5 eV

No. 3
The following is a quantum chemistry calculation of the molecule C6H12 at a distorted geometry, from the Open Molecules 2025 dataset.

```
! RIJCOSX wB97M-V def2-TZVPD def2/J DEFGRID3
* xyz 0 1
C -2.09839 -0.88259 0.33534
C -0.80937 -0.29540 0.76880
C -0.03831 0.67647 0.16672
C -0.53490 1.39985 -1.12827
C 1.38638 0.60026 0.41270
C 1.92599 -0.84091 -0.03748
H -2.39558 -1.32748 1.29726
H -1.80190 -1.69473 -0.34276
H -2.98842 -0.28160 -0.14748
H -0.59869 -0.43157 1.82433
H -1.56509 1.70921 -0.74295
H 0.25465 2.22728 -1.42732
H -0.70567 0.55559 -1.79229
H 1.93232 1.37231 -0.20842
H 1.74433 0.69144 1.49787
H 3.01562 -0.69442 -0.43201
H 1.89376 -1.54863 0.74904
H 1.38325 -1.23506 -0.79308
*
```

## Properties
- SMILES string: C/C=C(\C)CC
- Relative energy (zero: lowest compared OMol25 entry of this formula, charge and spin): 65.8 kcal per mole
- LUMO level: 1.09 eV
- Orbital gap: 0.3403 hartree
- Highest occupied orbital energy: -8.2 eV

No. 4
The following is a quantum chemistry calculation of a structure of composition C4H5O4Sm at a distorted geometry, from the Open Molecules 2025 dataset.

```
! RIJCOSX wB97M-V def2-TZVPD def2/J DEFGRID3
* xyz 2 6
O 0.19738 0.37248 -3.42281
C 1.28797 0.76960 -3.64624
O 2.25988 1.16152 -4.12902
O 0.77773 -0.17688 -0.38707
C 1.06586 0.08940 0.90791
C 0.00856 0.19999 1.94274
O -1.19295 -0.11789 1.93803
C -1.98217 -0.69266 0.79307
Sm -1.09107 -0.56318 -1.43493
H 1.61246 1.05315 1.05554
H 1.75639 -0.65461 1.37822
H 0.37547 0.49042 2.93778
H -2.95250 -0.19946 0.94038
H -2.12301 -1.73189 1.12640
*
```

## Properties
- <S²>: 8.818
- Relative energy (zero: lowest compared OMol25 entry of this formula, charge and spin): 1.6 kcal per mole
- LUMO level (spin up / spin down): -10.62 / -9.04 eV
- Orbital gap (spin up / spin down): 0.2852 / 0.3415 hartree
- Highest occupied orbital energy (spin up / spin down): -18.4 / -18.3 eV

No. 5
The following is a quantum chemistry calculation of the molecule C21H26N4O4S at a distorted geometry, from the Open Molecules 2025 dataset.

```
! RIJCOSX wB97M-V def2-TZVPD def2/J DEFGRID3
* xyz 0 1
O 0.59471 2.67191 -1.24791
C 0.49300 1.61035 -0.66391
C -0.59811 0.59496 -1.03490
N -1.21174 -0.07429 0.08929
C -1.09140 -1.52385 0.15082
C 0.27352 -1.97055 0.59993
C 0.75149 -1.56780 1.84487
C 1.99798 -1.97737 2.28344
C 2.77517 -2.80263 1.48813
C 2.30772 -3.20479 0.24868
C 1.06626 -2.78314 -0.19764
C -2.01443 0.54095 0.99390
O -2.57427 -0.09066 1.87384
C -2.19522 2.04282 0.87975
C -3.49917 2.38272 0.13295
C -4.66958 1.85122 0.91963
O -5.23188 2.46722 1.79081
N -5.10232 0.56937 0.62986
C -4.67752 -0.32737 -0.30073
N -3.89510 -0.11035 -1.30119
C -3.71555 -1.22593 -2.05171
C -4.37020 -2.33280 -1.62911
S -5.27242 -1.98551 -0.19924
N 1.29605 1.22476 0.33932
C 2.37427 2.04567 0.83382
C 3.73888 1.61817 0.27336
C 3.80763 1.67532 -1.26684
C 3.83718 0.20215 -1.67350
C 4.51339 -0.42523 -0.45774
O 3.99231 0.27013 0.65550
H -0.13078 -0.16536 -1.66634
H -1.34759 1.11688 -1.63870
H -1.83866 -1.86136 0.87683
H -1.33469 -1.94864 -0.82838
H 0.12412 -0.95214 2.47425
H 2.36044 -1.66035 3.24908
H 3.74255 -3.13163 1.83605
H 2.90853 -3.85138 -0.37480
H 0.70484 -3.10329 -1.16526
H -1.35960 2.52752 0.38277
H -2.27422 2.43070 1.89811
H -3.59468 3.46819 0.08461
H -3.49053 1.96141 -0.87003
H -5.78991 0.22314 1.29015
H -3.08841 -1.15916 -2.92237
H -4.38350 -3.31354 -2.05724
H 1.23070 0.28776 0.71569
H 2.17299 3.07737 0.53769
H 2.39844 1.96937 1.92334
H 4.50346 2.26928 0.72286
H 2.95973 2.21242 -1.68332
H 4.72404 2.17327 -1.58266
H 4.38464 0.02496 -2.59573
H 2.82457 -0.19005 -1.77714
H 5.60369 -0.28790 -0.51215
H 4.28917 -1.48288 -0.32080
*
```

## Properties
- SMILES string: O=C(CN(Cc1ccccc1)C(=O)CCC(=O)Nc1nccs1)NC[C@@H]1CCCO1
- Relative energy (zero: lowest compared OMol25 entry of this formula, charge and spin): 27.0 kcal per mole
- LUMO level: 0.52 eV
- Orbital gap: 0.3379 hartree
- Highest occupied orbital energy: -8.7 eV

No. 6
The following is a quantum chemistry calculation of the molecule C3H3N3O2 at a distorted geometry, from the Open Molecules 2025 dataset.

```
! RIJCOSX wB97M-V def2-TZVPD def2/J DEFGRID3
* xyz 0 1
H -3.09811 -0.22266 -0.18851
N -2.42232 -0.97670 -0.08543
C -1.21425 -0.53230 -0.02989
C 0.06832 -1.16156 -0.00867
C 1.12242 -0.37889 -0.05909
O 2.41487 -0.73303 0.06610
O 1.03109 1.02529 -0.10251
N -0.26582 1.66976 0.00344
N -1.23873 1.07970 0.19392
H 0.18441 -2.25191 0.51324
H 2.97500 0.16375 -0.23098
*
```

## Properties
- SMILES string: [H]/N=c1/cc(O)onn1
- Relative energy (zero: lowest compared OMol25 entry of this formula, charge and spin): 126.6 kcal per mole
- LUMO level: 0.33 eV
- Orbital gap: 0.3641 hartree
- Highest occupied orbital energy: -9.6 eV

No. 7
The following is a quantum chemistry calculation of a cluster of 8 separate species, C21H57NO13 in total at a distorted geometry, from the Open Molecules 2025 dataset.

```
! RIJCOSX wB97M-V def2-TZVPD def2/J DEFGRID3
* xyz 0 1
C 12.08234 17.68934 7.73070
C 10.83854 17.45551 8.54653
C 11.11560 16.23212 9.53941
C 10.46232 18.74536 9.33680
C 9.04397 18.73034 9.82916
C 8.15710 18.61018 8.57227
C 8.43971 17.29289 7.80767
C 7.92342 16.00764 8.60029
C 7.64046 17.37048 6.44141
N 9.84268 17.23248 7.53747
O 10.11131 15.98700 6.89289
H 12.53917 16.84698 7.17547
H 11.88038 18.32578 6.88996
H 12.85238 18.10045 8.38398
H 10.50284 15.40247 9.26412
H 12.13918 15.88523 9.29390
H 10.94821 16.40191 10.60200
H 11.19102 18.93640 10.12076
H 10.50966 19.55441 8.58030
H 8.87551 17.84561 10.46332
H 8.87831 19.70063 10.29511
H 8.41549 19.43431 7.90520
H 7.09098 18.64296 8.83854
H 6.87614 15.99139 8.88785
H 8.52445 15.78783 9.49224
H 8.06128 15.11922 8.00631
H 8.11784 18.17223 5.85376
H 6.58042 17.57893 6.61396
H 7.73458 16.47404 5.89322
H 10.20670 16.35490 5.98466
O 8.74795 9.33609 15.98106
C 9.82054 8.69545 15.19387
C 9.62025 7.21076 14.93058
O 8.70177 6.95569 13.88227
H 7.85992 8.97298 15.78693
H 9.97147 9.27754 14.26848
H 10.67615 8.73001 15.83522
H 9.33199 6.69937 15.86147
H 10.58431 6.87812 14.56875
H 8.96414 7.38352 13.02772
O 8.72693 11.62859 14.22149
C 7.37235 12.13420 14.08108
C 6.57288 12.13354 15.38994
O 6.13905 10.87854 15.79834
H 8.73261 10.82729 14.77833
H 7.46987 13.19033 13.84531
H 6.87620 11.68651 13.22674
H 5.72130 12.75888 15.24663
H 7.23635 12.59852 16.14065
H 5.46044 10.59740 15.20042
O 9.73075 8.16510 11.64583
C 11.03834 7.85647 11.20020
C 11.21434 8.46363 9.79966
O 10.25146 7.99515 8.91327
H 9.69968 9.14287 11.56188
H 11.79993 8.28516 11.89304
H 11.13596 6.78301 11.13396
H 12.17705 8.13397 9.42390
H 11.23559 9.56432 9.85347
H 9.38214 8.14574 9.27455
O 12.32605 12.61564 13.00147
C 12.29029 11.59258 14.01663
C 13.40216 10.58889 13.87248
O 13.44364 10.05580 12.53219
H 12.84421 13.32208 13.39890
H 12.38402 12.05262 15.02068
H 11.35114 11.13349 13.83997
H 13.25498 9.69982 14.51318
H 14.42152 10.92246 14.13599
H 13.37356 10.85162 11.96495
O 9.69740 11.00739 11.68755
C 8.74990 11.71403 10.86078
C 9.57573 12.81715 10.22140
O 10.17355 13.78722 11.14913
H 9.45775 11.12405 12.65800
H 8.37468 11.08603 10.05857
H 7.93403 12.13500 11.47992
H 8.91387 13.28887 9.49264
H 10.35456 12.37404 9.60656
H 10.47092 13.32250 11.92879
C 8.55146 16.56977 13.06421
O 8.54355 15.15526 13.01047
H 7.63865 17.02009 12.67600
H 8.80035 16.94762 14.04490
H 9.38076 16.92549 12.42364
H 8.99176 14.76576 12.24685
C 6.58066 8.62139 10.70344
O 7.34197 8.75460 9.54604
H 6.91840 7.79630 11.39291
H 6.80504 9.52471 11.28913
H 5.49690 8.57897 10.54310
H 6.92726 8.21249 8.89335
*
```

## Properties
- SMILES string: CC1(C)CCCC(C)(C)N1O.OCCO.OCCO.OCCO.OCCO.OCCO.CO.CO
- LUMO level: 0.50 eV
- Orbital gap: 0.3301 hartree
- Highest occupied orbital energy: -8.5 eV

No. 8
The following is a quantum chemistry calculation of a structure of composition C24H18ClMgN8O4S2, from the Open Molecules 2025 dataset.

```
! RIJCOSX wB97M-V def2-TZVPD def2/J DEFGRID3
* xyz 1 1
Mg -0.00247 0.08400 -0.08652
N -1.55968 3.06064 0.73115
C -0.28736 2.93455 1.15643
N 0.39413 1.82736 0.99635
C 1.65545 1.92259 1.55315
C 1.96324 3.12954 2.07041
S 0.61111 4.19806 1.91160
C 2.41047 0.66404 1.58895
C 3.61684 0.43272 2.13819
S 3.98100 -1.25170 2.09816
C 2.46608 -1.54614 1.33562
N 1.75689 -0.46786 1.08149
N 2.06777 -2.79572 1.01232
H -2.07258 2.19088 0.62717
H -2.09173 3.86392 1.01948
H 2.86474 3.44806 2.56293
H 4.29234 1.13532 2.59349
H 2.57013 -3.58237 1.38664
H 1.08493 -2.93579 0.84024
O -3.90339 -3.89002 1.25826
C -3.23234 -4.40146 0.24241
O -3.48592 -5.47407 -0.23346
C -2.07892 -3.59552 -0.28608
C -1.14479 -4.05516 -1.20529
Cl -1.00474 -5.60445 -1.86683
N -0.26749 -3.05697 -1.47073
N -0.57585 -1.97065 -0.72098
C -1.67790 -2.27488 -0.04123
C -2.31252 -1.15900 0.77538
O -3.18969 -1.43097 1.57878
O -1.83592 -0.00384 0.51064
C 0.79118 -2.96396 -2.44200
C 0.76291 -3.72568 -3.60074
C 1.77549 -3.57788 -4.53833
C 2.80423 -2.67256 -4.33810
C 2.81353 -1.90301 -3.18345
C 1.81357 -2.04708 -2.23676
H -3.60379 -2.97241 1.49898
H -0.04195 -4.41433 -3.80423
H 1.74272 -4.17737 -5.43735
H 3.58742 -2.56341 -5.07466
H 3.60562 -1.18757 -3.00823
H 1.86190 -1.45254 -1.33833
N -0.76753 1.12677 -4.10210
C -0.70943 0.35933 -3.00130
N -0.03460 0.91761 -2.02359
C 0.39601 2.14866 -2.52995
C 1.17935 3.14664 -1.94736
C 1.44791 4.26539 -2.70585
C 0.96093 4.40177 -4.01761
C 0.20022 3.41746 -4.60986
C -0.06453 2.29148 -3.83661
H -1.24040 0.88648 -4.95705
H -1.18941 -0.60427 -2.94589
H 1.57268 3.04397 -0.94611
H 2.05179 5.05799 -2.28631
H 1.19522 5.29702 -4.57581
H -0.16666 3.51730 -5.62157
*
```

## Properties
- LUMO level: -2.50 eV
- Orbital gap: 0.3178 hartree
- Highest occupied orbital energy: -11.2 eV